i.
This record from the OMol25 dataset describes one molecule with the formula C4H8NO2P. The level of theory is ωB97M-V/def2-TZVPD.

Values from the calculation:
Frontier orbital gap in eV: 10.11
HOMO in eV: -9.22
SMILES: C#CP(N)O[C@H](C)O

Structure (ORCA input):
```
! wB97M-V def2-TZVPD RIJCOSX def2/J DEFGRID3
* xyz 0 1
C -2.43584 1.74705 -0.07023
C -1.85388 0.69578 -0.12292
P -1.04492 -0.84565 -0.54864
N -2.03715 -1.83976 0.36977
O 0.28971 -0.80676 0.48441
C 1.56758 -0.25832 0.30245
C 1.49993 1.14038 -0.29724
O 2.43150 -1.09169 -0.41718
H -2.96229 2.65275 0.02774
H -1.88565 -2.83448 0.25059
H -2.09558 -1.60481 1.35771
H 1.99000 -0.22194 1.31662
H 0.87262 1.78327 0.31905
H 2.50135 1.55825 -0.35692
H 1.06432 1.08908 -1.29518
H 2.09829 -1.16316 -1.32003
*
```

These are the natural (NBO) partial charges, in e, on atoms 1 to 5: -0.19 -0.41 1.25 -1.15 -0.82



ii.
This record from the OMol25 dataset describes one molecule with the formula C4H8NO2P. The level of theory is ωB97M-V/def2-TZVPD.

Values from the calculation:
Frontier orbital gap in eV: 9.57
HOMO in eV: -9.57
SMILES: O=C/C(CO)=N/CP

Structure (ORCA input):
```
! wB97M-V def2-TZVPD RIJCOSX def2/J DEFGRID3
* xyz 0 1
O 2.98909 -0.93967 0.68601
C 1.95291 -1.34443 0.23893
C 0.78574 -0.41366 -0.02288
C 0.77367 1.00413 0.59063
O 1.59659 1.03897 1.78574
N -0.10021 -1.04389 -0.72652
C -1.43388 -0.23659 -1.25261
P -2.74601 -0.34816 0.04928
H 1.84638 -2.30006 -0.03458
H 1.24342 1.58472 -0.21534
H -0.26360 1.23749 0.86433
H 2.49417 0.61375 1.86716
H -1.16246 0.93265 -1.42006
H -1.71522 -0.83956 -2.13783
H -2.43934 0.95365 0.53644
H -3.82127 0.10064 -0.80871
*
```

These are the natural (NBO) partial charges, in e, on atoms 1 to 5: -0.53 0.42 0.14 -0.12 -0.77



Among the structures above, stability is smallest for ii.